Density functional theory data (wB97M-V/def2-TZVPD) for a molecular structure, C20H24CdN4OS at a distorted geometry.

Charge = +2
HOMO energy = -13.219 eV
2S+1 = 1
HOMO-LUMO gap = 1.9740 eV

Positions of all 51 atoms, in Å:
C (-5.02302, -5.12143, -1.81938)
C (-3.88533, -4.64553, -1.78478)
C (-2.65351, -3.69767, -1.46522)
C (-1.94060, -3.81262, -0.10395)
C (-0.80434, -2.94939, 0.28181)
C (-0.05986, -2.99151, 1.65619)
C (1.30814, -3.79756, 1.64866)
N (1.13652, -5.24907, 1.33796)
N (1.90482, -3.64164, 3.02810)
N (2.31257, -3.27387, 0.71102)
C (-0.38330, -1.94006, -0.75512)
C (-1.08718, -1.81849, -2.08509)
C (-2.22541, -2.69283, -2.47064)
S (-0.44129, -0.48478, -3.16868)
C (-0.06597, 0.81228, -1.92306)
C (-0.28121, 2.24505, -2.14223)
C (0.02220, 3.24502, -1.06161)
C (-0.22550, 4.74430, -1.41968)
C (-0.45808, 5.72177, -0.20395)
C (0.79072, 6.00630, 0.73877)
C (2.22364, 5.81036, 0.09993)
O (2.90860, 4.68980, 0.73111)
C (0.52584, 2.70514, 0.22476)
C (0.78440, 1.25583, 0.48404)
C (0.48197, 0.31911, -0.62478)
N (0.73787, -1.09585, -0.39163)
H (-6.07348, -5.50450, -1.74860)
H (-2.33139, -4.59683, 0.64401)
H (-0.73076, -3.48207, 2.42587)
H (0.08834, -1.92473, 2.00402)
H (0.12998, -5.41472, 1.43105)
H (1.66274, -5.72622, 2.07955)
H (1.12843, -3.72361, 3.70867)
H (2.17300, -2.64764, 3.10516)
H (3.14938, -3.85883, 0.68444)
H (2.55347, -2.30134, 0.94049)
H (-2.73720, -2.56550, -3.45591)
H (-0.69709, 2.56989, -3.13787)
H (-1.18252, 4.76367, -2.03440)
H (0.57727, 5.08530, -2.14743)
H (-0.87533, 6.69833, -0.57861)
H (-1.26530, 5.24882, 0.44108)
H (0.63401, 5.42236, 1.69947)
H (0.72268, 7.09514, 1.05282)
H (2.84368, 6.71761, 0.39464)
H (2.25733, 5.76249, -1.01723)
H (2.64866, 4.66901, 1.67336)
H (0.74092, 3.38992, 1.07640)
H (1.18625, 0.87659, 1.45838)
H (1.55112, -1.42197, -0.94517)
Cd (-3.75690, -5.47383, 0.72327)